DFT (the ωB97M-V functional and the def2-TZVPD basis) results for a molecular structure, C32H40Br51NO3.

Calculated values
Relative energy (zero: lowest compared OMol25 entry of this formula, charge and spin) in kJ/mol: 647.41
E_tot in eV: -3613615.4154
HOMO-LUMO gap in eV: 7.50
HOMO level in eV: -9.381

Last column: Löwdin charge in e.
Geometry (Å):
1 C 4.68501 0.49721 0.91167  -0.1402
2 C 4.43735 0.30425 -0.70151  -0.2407
3 C 3.84500 -1.16300 -1.13478  -0.2216
4 C 2.43897 -1.06355 -2.02189  -0.1971
5 C 1.42237 -2.33237 -1.77973  -0.1892
6 C -0.10021 -1.85319 -1.28249  -0.1295
7 C -0.30436 -1.95390 0.34106  -0.0315
8 C -1.54708 -2.47774 1.02830  -0.0497
9 C -2.84464 -2.96788 0.15416  -0.0947
10 C -3.55191 -1.80200 -0.75598  -0.3082
11 O -5.04263 -1.97223 -0.74783  -0.1142
12 C -3.18933 -0.26328 -0.32160  -0.2244
13 N -4.34902 0.69121 -0.67636  -0.0331
14 C -1.52740 -2.53050 2.69939  -0.1584
15 O -2.61607 -2.25196 3.43343  -0.0479
16 C -0.04163 -2.91302 3.36329  -0.1156
17 C 1.18924 -2.34870 2.68703  -0.1252
18 C 0.92796 -1.43965 1.34795  -0.1742
19 O 1.56914 -0.31959 1.00520  -0.0400
20 H 3.97127 1.38566 1.26354  0.0183
21 H 4.25857 -0.48308 1.44264  0.0681
22 H 5.80104 0.71528 1.21315  0.0777
23 H 5.46450 0.53681 -1.25946  0.1115
24 H 3.66113 1.11692 -1.06825  0.0997
25 H 3.69424 -1.88206 -0.19405  0.0941
26 H 4.64411 -1.68628 -1.84692  0.0305
27 H 2.66389 -1.02032 -3.19273  0.1187
28 H 1.87848 -0.08231 -1.69391  0.0967
29 H 1.32766 -2.92958 -2.80900  0.1144
30 H 1.83632 -3.08213 -0.96665  0.0790
31 H -0.95618 -2.46543 -1.84112  0.1119
32 H -0.28279 -0.71238 -1.57885  0.1179
33 H -3.63699 -3.44460 0.87142  0.1273
34 H -2.46700 -3.82069 -0.58710  0.1314
35 H -3.20259 -1.95998 -1.88451  0.1486
36 H -5.29578 -1.65763 0.18080  0.1113
37 H -2.99136 -0.09980 0.82041  0.0589
38 H -2.28512 0.10671 -1.00546  0.1201
39 H -3.91466 1.49618 -1.22087  0.0594
40 H -4.62739 1.15190 0.24199  0.0719
41 H 0.10068 -3.59757 4.30294  0.1023
42 H 2.26866 -2.56734 3.08433  0.1113
43 C 2.56948 4.26807 1.88046  -1.5540
44 Br 4.50981 4.18995 1.99569  0.5636
45 Br 1.95726 4.36555 0.03654  0.5229
46 Br 1.72739 2.80456 2.84636  0.5029
47 H 2.25718 5.19620 2.37042  -0.0444
48 C -1.92641 1.06839 3.83908  -1.5197
49 Br -1.73516 1.95796 2.11967  0.6241
50 Br -0.24897 1.02750 4.82339  0.5153
51 Br -3.36720 1.83746 4.89577  0.6000
52 H -2.20115 0.02876 3.63240  -0.0594
53 C 0.57484 -6.87759 2.56439  -1.5258
54 Br -1.22844 -6.93717 1.83713  0.5629
55 Br 1.28895 -5.06814 2.58152  0.6903
56 Br 0.67596 -7.71233 4.31851  0.5700
57 H 1.20981 -7.46546 1.89339  -0.0185
58 C -2.83052 -9.98788 -0.14855  -1.6128
59 Br -0.89019 -10.06600 -0.03332  0.5236
60 Br -3.44274 -9.89041 -1.99247  0.5586
61 Br -3.67261 -11.45139 0.81735  0.5601
62 H -3.14282 -9.05975 0.34141  -0.0486
63 C 2.04359 4.13218 6.98128  -1.5686
64 Br 2.61171 5.76215 6.08422  0.5367
65 Br 0.10528 3.98269 7.05168  0.5394
66 Br 2.86356 2.55149 6.19833  0.5306
67 H 2.39697 4.19670 8.01568  -0.0525
68 C 0.47563 6.56125 -3.42978  -1.5992
69 Br 1.28750 4.81888 -3.72858  0.5390
70 Br -1.18173 6.42400 -2.42050  0.4805
71 Br 1.72168 7.80937 -2.60911  0.5617
72 H 0.21803 6.96694 -4.41369  -0.0621
73 C -2.48382 5.73025 2.10390  -1.5955
74 Br -3.56288 5.40256 0.51881  0.5356
75 Br -0.69183 6.33418 1.64743  0.5536
76 Br -3.36453 6.94647 3.34048  0.5654
77 H -2.37582 4.77113 2.62107  -0.0812
78 C 5.69041 -5.34505 3.79379  -1.5788
79 Br 3.98037 -6.26405 3.91819  0.5286
80 Br 5.82833 -4.29002 2.16523  0.5340
81 Br 6.05681 -4.27976 5.37962  0.5651
82 H 6.46519 -6.11704 3.74109  -0.0213
83 C 4.60854 -4.95023 -2.72215  -1.5817
84 Br 4.09369 -5.20022 -0.86293  0.5315
85 Br 6.08479 -3.69616 -2.90204  0.5985
86 Br 4.98552 -6.64321 -3.60286  0.5679
87 H 3.74857 -4.50732 -3.23529  -0.0289
88 C -3.02516 4.33512 -5.60516  -1.5542
89 Br -4.82844 4.27554 -6.33242  0.5398
90 Br -2.31105 6.14457 -5.58803  0.5840
91 Br -2.92404 3.50038 -3.85105  0.5097
92 H -2.39019 3.74725 -6.27617  -0.0732
93 C -3.05028 0.59342 -8.13643  -1.5667
94 Br -2.11732 2.16384 -8.80550  0.5768
95 Br -2.71743 0.30648 -6.24138  0.5162
96 Br -4.95304 0.65696 -8.53568  0.5841
97 H -2.64081 -0.27219 -8.66753  -0.1194
98 C 3.54359 7.84426 10.07485  -1.5926
99 Br 4.11171 9.47423 9.17779  0.5584
100 Br 1.60528 7.69477 10.14525  0.5557
101 Br 4.36356 6.26357 9.29190  0.5516
102 H 3.89697 7.90878 11.10925  -0.0243
103 C 0.29041 -1.59874 -9.22245  -1.5645
104 Br -1.41963 -2.51774 -9.09806  0.5895
105 Br 0.42833 -0.54371 -10.85102  0.5672
106 Br 0.65681 -0.53345 -7.63663  0.5513
107 H 1.06519 -2.37073 -9.27515  -0.0229
108 C -5.78253 -3.25125 -8.19367  -1.6065
109 Br -7.69287 -3.61744 -8.16561  0.5638
110 Br -4.97036 -3.50922 -6.44490  0.5446
111 Br -4.86958 -4.27388 -9.57376  0.5410
112 H -5.66354 -2.19295 -8.44837  -0.0883
113 C -7.57825 1.81142 -3.64918  -1.5833
114 Br -7.22537 3.70046 -3.34704  0.5341
115 Br -9.41427 1.49892 -4.21109  0.5564
116 Br -6.29900 1.02468 -4.88550  0.5047
117 H -7.44747 1.30395 -2.68773  -0.0228
118 C -2.42055 0.31134 8.68774  -1.6089
119 Br -0.53469 0.07953 9.10498  0.5358
120 Br -3.38405 -1.37812 8.72943  0.5539
121 Br -3.25503 1.64886 9.82731  0.5495
122 H -2.47701 0.68623 7.66047  -0.0770
123 C 7.97782 5.82918 1.19736  -1.6131
124 Br 8.03099 5.64659 -0.73864  0.5543
125 Br 8.06964 4.10314 2.08994  0.5256
126 Br 9.34283 7.05348 1.84680  0.5565
127 H 7.00739 6.26872 1.45053  -0.0421

---

DFT (the ωB97M-V functional and the def2-TZVPD basis) results for 8 unconnected molecules or ions with the total composition C32H40Br8.

Calculated values
E_tot in eV: -594172.6920
HOMO-LUMO gap in eV: 9.35
HOMO level in eV: -9.018
Structure (SMILES): c1ccccc1.c1ccccc1.c1ccccc1.c1ccccc1.BrCCBr.BrCCBr.BrCCBr.BrCCBr

Last column: Löwdin charge in e.
Geometry (Å):
1 Br -16.42644 -25.41647 -6.37013  0.5991
2 C -18.31360 -25.08794 -6.81946  -0.7198
3 C -18.35158 -24.78675 -8.27639  -0.6883
4 Br -20.22468 -24.73346 -8.83964  0.6198
5 H -18.59958 -24.21859 -6.24066  0.0310
6 H -18.87866 -25.94156 -6.48292  0.0119
7 H -17.83942 -25.54378 -8.85301  0.0489
8 H -17.94904 -23.80817 -8.48293  0.0555
9 Br -18.12964 -29.12739 -6.34810  0.6365
10 C -17.55059 -29.58757 -4.55680  -0.6864
11 C -18.16987 -28.68397 -3.53617  -0.7112
12 Br -19.86013 -29.36653 -2.90353  0.6401
13 H -16.47049 -29.49252 -4.51586  0.0623
14 H -17.81552 -30.62679 -4.42546  0.0397
15 H -18.35502 -27.71154 -3.96962  0.0047
16 H -17.48838 -28.54032 -2.70358  0.0675
17 Br -25.16434 -25.31445 -6.75906  0.7094
18 C -23.96989 -25.09967 -8.28384  -0.7506
19 C -24.60143 -25.53910 -9.58165  -0.6512
20 Br -23.20561 -25.33040 -10.92724  0.6259
21 H -23.09315 -25.68256 -8.02008  -0.0005
22 H -23.64018 -24.06417 -8.29060  0.0214
23 H -25.40795 -24.90912 -9.91456  0.0533
24 H -24.84316 -26.59410 -9.54837  0.0528
25 Br -19.99536 -24.92667 -3.41962  0.6751
26 C -21.89591 -25.27487 -3.58194  -0.6730
27 C -22.37215 -25.29524 -4.97360  -0.7025
28 Br -22.16161 -23.57253 -5.83235  0.6845
29 H -22.38341 -24.56317 -2.92322  0.0363
30 H -22.05350 -26.23839 -3.09437  0.0673
31 H -23.43262 -25.51205 -5.09230  -0.0427
32 H -21.87107 -26.08728 -5.53598  0.0620
33 C -18.49522 -25.52649 1.15163  -0.0993
34 C -18.93544 -26.68898 1.78230  -0.0952
35 C -20.26469 -27.12274 1.61954  -0.0934
36 C -21.11635 -26.41911 0.77843  -0.1010
37 C -20.67828 -25.26268 0.15506  -0.1150
38 C -19.36474 -24.77947 0.35024  -0.0940
39 H -17.51444 -25.12340 1.41110  0.1006
40 H -18.35762 -27.24507 2.51645  0.0979
41 H -20.58461 -28.01980 2.13189  0.0968
42 H -22.13076 -26.73824 0.54733  0.1021
43 H -21.25389 -24.66499 -0.55034  0.0648
44 H -19.01810 -23.84541 -0.07185  0.0952
45 C -25.20983 -18.91047 -4.88366  -0.0981
46 C -24.35057 -19.74014 -5.57998  -0.0923
47 C -23.09075 -20.00278 -5.05246  -0.1059
48 C -22.64025 -19.36718 -3.91558  -0.0896
49 C -23.48378 -18.50659 -3.21781  -0.0803
50 C -24.76484 -18.27304 -3.71638  -0.0952
51 H -26.26395 -18.73971 -5.09131  0.0996
52 H -24.66074 -20.26649 -6.47339  0.0991
53 H -22.49268 -20.80918 -5.46131  0.0352
54 H -21.68316 -19.60545 -3.46430  0.0692
55 H -23.14066 -18.01032 -2.31738  0.0957
56 H -25.44734 -17.59853 -3.20660  0.0970
57 C -20.95275 -21.23497 -1.85641  -0.1021
58 C -20.50473 -19.96784 -1.42949  -0.1135
59 C -21.15011 -19.33339 -0.38305  -0.0997
60 C -22.28739 -19.89829 0.20207  -0.0905
61 C -22.71988 -21.14433 -0.21624  -0.0930
62 C -22.07628 -21.80715 -1.24148  -0.0915
63 H -20.45896 -21.75159 -2.67474  0.0865
64 H -19.60114 -19.54461 -1.86102  0.1082
65 H -20.73528 -18.41866 0.03650  0.1043
66 H -22.88752 -19.36396 0.92268  0.1004
67 H -23.59325 -21.58543 0.25315  0.1051
68 H -22.47488 -22.73441 -1.64585  0.0831
69 C -24.68116 -29.34989 -6.72487  -0.0966
70 C -24.71974 -30.58516 -6.10002  -0.0919
71 C -23.52291 -31.19905 -5.77650  -0.0866
72 C -22.33792 -30.48215 -5.83902  -0.1161
73 C -22.32247 -29.23213 -6.34989  -0.1109
74 C -23.48256 -28.66370 -6.84428  -0.0953
75 H -25.58831 -28.91285 -7.13665  0.0995
76 H -25.68311 -31.05870 -5.94374  0.1029
77 H -23.49456 -32.17981 -5.31308  0.1034
78 H -21.44410 -30.95725 -5.46249  0.0904
79 H -21.40553 -28.65293 -6.32039  0.0798
80 H -23.48211 -27.65015 -7.21980  0.0513

---

DFT (the ωB97M-V functional and the def2-TZVPD basis) results for 8 unconnected molecules or ions with the total composition C32H40N8.

Calculated values
Relative energy (zero: lowest compared OMol25 entry of this formula, charge and spin) in kJ/mol: 986.78
E_tot in eV: -45742.0948
HOMO-LUMO gap in eV: 8.67
HOMO level in eV: -8.127
Structure (SMILES): c1cc[nH]c1.c1cc[nH]c1.c1cc[nH]c1.c1cc[nH]c1.c1cc[nH]c1.c1cc[nH]c1.c1cc[nH]c1.c1cc[nH]c1

Last column: Löwdin charge in e.
Geometry (Å):
1 N 5.74700 56.04700 14.77300  -0.0202
2 C 5.08800 56.89800 15.52400  -0.1971
3 C 4.96700 58.08000 14.82900  -0.0950
4 C 5.68000 57.92900 13.55600  -0.0941
5 C 6.10200 56.61400 13.53100  -0.1212
6 H 5.75100 55.03600 15.19400  0.2023
7 H 4.72000 56.56000 16.47200  0.1108
8 H 4.43100 58.92500 15.25500  0.0858
9 H 5.82700 58.58800 12.75000  0.0678
10 H 6.66600 56.07300 12.86800  0.0718
11 N 3.96700 50.92900 17.01000  -0.0452
12 C 4.02400 51.93300 17.92300  -0.1544
13 C 2.99800 52.83800 17.56100  -0.0280
14 C 2.53500 52.30200 16.18800  -0.1552
15 C 3.12300 51.24500 15.93100  -0.2162
16 H 4.76700 49.95900 17.12200  0.2719
17 H 4.58900 51.72700 18.67500  0.0365
18 H 2.72600 53.77500 18.02000  0.0675
19 H 1.61600 52.73700 15.75900  0.1021
20 H 2.96100 50.50100 15.07700  0.1223
21 N 4.36900 49.41800 11.59800  -0.0182
22 C 3.79500 50.57500 12.10800  -0.1708
23 C 2.60100 50.25600 12.53300  -0.1395
24 C 2.44700 48.76800 12.40700  -0.1004
25 C 3.56800 48.24600 11.82500  -0.1088
26 H 5.33600 49.42000 11.16700  0.1609
27 H 4.34500 51.51300 12.02400  0.1212
28 H 1.95900 50.95700 13.02500  0.0702
29 H 1.55600 48.00500 12.43800  0.1233
30 H 3.66000 47.31700 11.43600  0.0634
31 N 3.90100 54.90000 7.96700  0.0717
32 C 3.47200 54.70000 9.31300  -0.1051
33 C 2.62200 53.68900 9.27400  -0.0488
34 C 2.67000 53.08900 7.87800  -0.0596
35 C 3.39700 53.84900 7.19700  -0.1523
36 H 4.55700 55.41200 7.71100  0.0247
37 H 3.74600 55.41400 10.02900  0.0743
38 H 2.20900 53.43400 10.17100  0.0484
39 H 2.24600 52.18200 7.65600  0.0750
40 H 3.73500 53.76500 6.31600  0.0564
41 N 1.30500 56.00800 12.37500  0.0480
42 C 0.17500 55.17800 12.41400  -0.1005
43 C 0.63100 53.98200 12.89600  -0.0771
44 C 2.17300 54.10400 13.21700  -0.0639
45 C 2.53100 55.40600 12.89500  -0.0634
46 H 1.10500 56.87200 12.28900  0.0072
47 H -0.78400 55.48600 12.16500  0.0790
48 H 0.17100 53.20100 13.29700  0.0149
49 H 2.84000 53.30400 13.60300  0.0674
50 H 3.42700 55.99500 12.86800  0.0764
51 N -3.48100 54.58800 15.66900  0.0002
52 C -4.33600 55.66700 15.74000  -0.1062
53 C -3.49100 56.77500 15.51800  -0.0918
54 C -2.18700 56.24600 15.11700  -0.1371
55 C -2.26400 54.91800 15.17700  -0.1863
56 H -3.76900 53.72000 16.02800  0.1299
57 H -5.31300 55.51300 16.04600  0.0843
58 H -3.94100 57.88100 15.44800  0.1311
59 H -1.25400 56.66200 14.73900  0.0995
60 H -1.49800 54.20100 14.85700  0.1133
61 N 2.04500 58.04600 9.71800  0.0376
62 C 3.29900 58.26800 10.36700  -0.1620
63 C 3.18000 59.04000 11.40400  -0.0473
64 C 1.62600 59.39000 11.46800  -0.0544
65 C 1.12700 58.85200 10.36900  -0.1974
66 H 1.78700 57.40800 9.02900  0.1071
67 H 4.22700 57.88800 9.97600  0.1046
68 H 3.77800 59.47500 12.04400  0.0217
69 H 1.07100 60.00600 12.10500  0.0650
70 H 0.10800 58.84100 9.85500  0.1409
71 N -3.63600 55.70300 12.13100  -0.0176
72 C -3.92800 56.82900 11.50800  -0.1859
73 C -4.23800 56.51600 10.18500  -0.0843
74 C -4.03400 55.00200 10.05800  -0.0679
75 C -3.64400 54.58100 11.32500  -0.1362
76 H -3.28500 55.59000 13.07300  0.0883
77 H -4.04700 57.93100 11.90100  0.1486
78 H -4.44900 57.24600 9.46300  0.0508
79 H -4.23400 54.32200 9.20500  0.0857
80 H -3.24200 53.69500 11.66300  0.0795

---

Q: Which of these has the highest HOMO-LUMO gap?
A: C32H40Br8

---

Q: Among the records above, which one has the lowest HOMO level?
A: C32H40Br51NO3

---

Q: What is the HOMO level in the second record?
A: -9.018 eV

---

Q: E_tot of number 1 (C32H40Br51NO3)?
A: -3613615.4154 eV